Entry a
Below is a 3-piece molecular cluster, C4H13NO5 overall, with properties calculated with wB97M-V/def2-TZVPD.

Atoms and positions in Å:
C -1.128 -0.978 1.234
O -0.513 -1.645 2.291
C -0.101 0.029 0.697
C 1.307 -0.467 0.533
C 2.184 0.532 -0.061
O 1.559 1.165 -1.059
O 3.396 0.757 0.137
N -0.139 1.157 1.628
H -2.121 -0.570 1.554
H -1.476 -1.715 0.486
H -0.356 0.193 -0.378
H 1.659 -0.818 1.580
H 1.502 -1.497 0.026
H 2.109 1.757 -1.662
H -0.546 2.015 1.481
H -0.182 -1.123 3.080
H 0.726 1.300 2.128
H -0.043 -1.296 -2.166
H 0.320 -0.035 -3.068
O -0.307 -0.658 -2.867
H -2.092 1.078 -2.319
H -3.040 -0.054 -1.726
O -2.717 0.872 -1.548

structure (SMILES)	N[C@H](CO)CC(=O)O.O.O
HOMO energy	-9.32	eV
HOMO-LUMO gap	0.349	hartree



Entry b
Below is a 3-piece molecular cluster, C4H13NO5 overall, with properties calculated with wB97M-V/def2-TZVPD.

Atoms and positions in Å:
O -2.675 1.236 1.204
C -1.561 0.839 1.593
N -1.238 -0.387 1.113
C -0.040 -1.219 1.160
C 0.137 -1.651 -0.462
O 1.470 -1.628 -0.863
C 1.182 -0.274 1.440
O 0.918 0.999 0.853
H -1.024 1.431 2.316
H -1.965 -0.801 0.541
H -0.060 -2.097 1.788
H -0.255 -2.648 -0.722
H -0.463 -0.826 -0.926
H 1.512 -0.911 -1.512
H 1.225 0.029 2.448
H 2.068 -0.696 0.939
H 0.861 0.872 -0.114
H 0.968 2.435 -1.284
H 2.392 1.792 -1.135
O 1.548 1.739 -1.611
H -2.232 0.591 -1.676
H -0.904 0.550 -2.522
O -1.862 0.622 -2.566

structure (SMILES)	O=CNC(CO)CO.O.O
HOMO energy	-9.49	eV
HOMO-LUMO gap	0.357	hartree



Most stable of them? entry a.



Entry a
Below is a 9-piece molecular cluster, FH16O8 overall, with properties calculated with wB97M-V/def2-TZVPD.

Atoms and positions in Å:
F -0.214 0.046 0.200
O 0.059 0.074 -2.529
H 0.055 0.257 -1.601
H -0.840 -0.123 -2.753
O -1.463 2.023 -1.065
H -2.348 2.168 -0.768
H -1.057 1.364 -0.478
O -1.360 1.388 2.112
H -1.599 2.320 1.759
H -0.984 0.839 1.400
O 2.640 0.548 -1.398
H 2.147 0.773 -0.584
H 3.474 0.062 -1.202
O 0.827 -2.630 -0.320
H 0.146 -3.137 0.135
H 0.668 -1.690 -0.236
O 0.076 -1.432 2.347
H 1.058 -1.335 2.375
H -0.052 -1.059 1.464
O 1.712 1.400 1.213
H 1.452 2.209 0.820
H 0.946 0.831 0.963
O -2.107 -1.497 -0.783
H -1.383 -0.977 -0.384
H -1.853 -2.419 -0.678

net charge	-1
HOMO energy	-6.87	eV
HOMO-LUMO gap	0.380	hartree



Entry b
Below is a 9-piece molecular cluster, FH16O8 overall, with properties calculated with wB97M-V/def2-TZVPD.

Atoms and positions in Å:
F -0.441 0.167 0.118
O 1.126 2.083 -1.114
H 0.506 1.383 -0.725
H 0.810 2.966 -0.935
O -1.837 1.515 1.848
H -1.760 2.456 1.632
H -1.317 1.059 1.122
O 3.278 0.104 -0.810
H 3.114 -0.834 -0.867
H 2.404 0.319 -0.573
O -0.544 -1.488 -1.801
H -1.445 -1.754 -1.740
H -0.536 -0.743 -1.200
O -1.405 -1.548 2.070
H -1.225 -0.916 1.363
H -1.380 -2.457 1.632
O 1.709 1.011 1.499
H 1.684 1.706 0.816
H 1.051 0.441 1.075
O -2.865 0.367 -0.826
H -1.985 0.108 -0.396
H -2.737 0.396 -1.772
O 1.590 -2.027 0.010
H 1.446 -2.827 -0.442
H 0.759 -1.487 0.018

net charge	-1
HOMO energy	-6.85	eV
HOMO-LUMO gap	0.371	hartree



Most stable of them? entry a.



Entry a
Below is a 2-piece molecular cluster, C3H8N3 overall, with properties calculated with wB97M-V/def2-TZVPD.

Atoms and positions in Å:
C -1.437 2.112 -0.454
C -2.335 0.901 -0.566
C -0.050 -0.155 -0.039
N 2.344 -1.571 0.572
N 3.183 -2.303 1.047
N -0.936 0.756 -0.225
H -1.131 2.466 -1.422
H -1.610 2.863 0.353
H -3.176 0.919 0.092
H -2.525 0.744 -1.615
H 1.024 -0.107 0.088
H -0.434 -1.173 -0.186
H 4.053 -2.566 0.486
H 3.029 -2.887 1.870

net charge	+1
HOMO energy	-11.98	eV
HOMO-LUMO gap	0.272	hartree



Entry b
Below is a 2-piece molecular cluster, C3H8N3 overall, with properties calculated with wB97M-V/def2-TZVPD.

Atoms and positions in Å:
C -1.497 -1.303 -0.755
C 0.407 -1.704 0.322
C 0.979 1.772 0.216
N -0.442 -0.794 -1.508
N -1.044 -1.785 0.367
N 0.632 -0.981 -0.885
H -2.472 -1.094 -0.920
H 0.818 -1.329 1.280
H 0.760 -2.777 0.145
H 1.459 1.303 -0.606
H -0.104 1.870 0.160
H 1.576 2.795 0.092
H -1.537 -2.043 1.230
H 1.363 1.508 1.175

net charge	+1
HOMO energy	-15.37	eV
HOMO-LUMO gap	0.314	hartree



Most stable of them? entry b.